Entry i
C8H13N2OP | ωB97M-V/def2-TZVPD

```
25
Properties=species:S:1:pos:R:3:lowdin_charge:R:1
C 0.583 -1.240 1.143 -0.151
C 1.889 -1.327 1.410 -0.360
C 1.402 -1.022 -1.031 -0.300
C 0.293 -1.000 -0.256 -0.379
C 1.004 2.178 -0.389 -0.528
C -0.122 2.732 0.475 0.001
C -1.586 -2.296 -1.257 -0.091
C -1.067 -0.873 -0.893 -0.227
N 2.102 1.748 0.341 -0.127
N 3.188 1.259 -0.247 -0.061
O 0.934 2.029 -1.600 0.029
P 2.929 -1.090 -0.056 0.999
H -0.241 -1.227 1.863 0.114
H 2.264 -1.574 2.460 0.077
H 1.443 -1.067 -2.046 0.037
H -0.661 3.674 0.176 0.102
H 0.225 2.920 1.528 0.085
H -0.806 1.928 0.453 0.049
H -2.678 -2.495 -1.054 0.079
H -1.032 -3.070 -0.815 0.043
H -1.449 -2.171 -2.416 0.107
H -1.794 -0.488 -0.177 0.092
H -0.924 -0.136 -1.769 0.133
H 2.156 2.104 1.343 0.171
H 3.172 1.493 -1.312 0.106
```

The value obtained for the orbital gap (alpha / beta) is 7.0 / 7.0 eV. For the HOMO energy (alpha / beta), the calculation gives -7.92 / -7.91 eV.

=====

Entry ii
C8H13N2OP | ωB97M-V/def2-TZVPD

```
25
Properties=species:S:1:pos:R:3:lowdin_charge:R:1
C 1.615 -1.204 1.387 -0.133
P 1.948 -0.233 -0.141 0.575
C 1.862 -1.114 -1.745 -0.138
O 3.182 0.489 0.086 -0.334
N 0.697 0.967 -0.176 -0.196
N 1.211 2.398 -0.165 0.103
C -0.666 0.653 -0.101 -0.275
C -1.009 -0.713 -0.172 -0.085
C -2.349 -1.071 0.133 -0.114
C -3.331 -0.178 0.448 -0.135
C -3.056 1.156 0.186 -0.088
C -1.737 1.584 -0.029 -0.028
H 2.164 -0.670 2.130 0.042
H 0.494 -1.295 1.606 0.072
H 2.048 -2.132 1.248 0.015
H 1.273 -0.582 -2.382 0.015
H 2.932 -1.282 -2.077 0.085
H 1.416 -2.067 -1.545 0.029
H 1.501 2.561 0.768 0.062
H 2.068 2.294 -0.567 0.005
H -0.225 -1.517 -0.471 0.097
H -2.644 -2.159 0.423 0.134
H -4.337 -0.492 0.708 0.101
H -3.689 2.037 0.338 0.106
H -1.368 2.569 0.111 0.084
```

The value obtained for the orbital gap is 8.9 eV. For the HOMO energy, the calculation gives -8.15 eV. Its SMILES is CP(C)(=O)N(N)c1ccccc1.

=====

It is entry ii that is the most stable of them.

=====

Entry i
C3H3Br3O | ωB97M-V/def2-TZVPD

```
10
Properties=species:S:1:pos:R:3:lowdin_charge:R:1
C -0.831 0.914 -1.357 -0.115
C -0.523 0.338 -0.233 0.048
C -3.681 -0.246 -0.723 -1.311
O -3.576 -0.901 -1.678 -0.020
Br 0.572 -2.378 -0.650 0.279
Br -3.822 -0.898 1.025 0.735
Br -4.402 1.631 -0.808 0.569
H -1.066 0.470 -2.255 0.050
H -0.453 1.917 -1.379 0.077
H -0.033 -1.219 0.095 -0.312
```

The value obtained for the orbital gap is 9.0 eV. For the HOMO energy, the calculation gives -10.38 eV.

=====

Entry ii
C3H3Br3O | ωB97M-V/def2-TZVPD

```
10
Properties=species:S:1:pos:R:3:lowdin_charge:R:1
O -2.512 -0.679 0.328 0.063
C -1.410 -0.461 0.725 -0.253
C -0.160 0.376 -0.434 -0.815
Br -0.468 2.254 0.008 0.664
C 1.195 -0.101 -0.189 -1.236
Br 2.387 0.775 -1.411 0.686
Br 1.084 -2.028 0.015 0.737
H -0.915 -0.648 1.659 0.087
H -0.691 0.197 -1.391 0.084
H 1.490 0.314 0.690 -0.017
```

The value obtained for the orbital gap is 9.6 eV. For the HOMO energy, the calculation gives -9.52 eV. Its SMILES is O=C[C@@H](Br)C(Br)Br.

=====

It is entry ii that is the most stable of them.

=====

Entry i
C3H8BrN2 | ωB97M-V/def2-TZVPD

```
14
Properties=species:S:1:pos:R:3:lowdin_charge:R:1
C 1.633 -1.013 -0.079 -0.582
C -1.532 1.703 0.243 -0.037
C -1.196 -0.674 0.145 0.080
N 2.765 -1.594 0.131 -0.010
N -1.416 0.442 -0.420 -0.049
Br 1.763 0.599 -1.076 0.654
H -2.586 1.978 0.312 0.114
H -1.121 1.656 1.247 0.109
H -1.023 2.474 -0.331 0.099
H -1.018 -0.733 1.210 0.117
H -1.164 -1.590 -0.424 0.110
H 3.677 -1.267 -0.188 0.110
H -1.556 0.476 -1.426 0.173
H 2.774 -2.457 0.657 0.113
```

The value obtained for the orbital gap is 8.8 eV. For the HOMO energy, the calculation gives -12.92 eV. Its charge is +1.

=====

Entry ii
C3H8BrN2 | ωB97M-V/def2-TZVPD

```
14
Properties=species:S:1:pos:R:3:lowdin_charge:R:1
C 1.451 -0.630 0.079 -0.535
C -2.277 0.741 0.259 -0.013
C -0.021 -0.117 -0.251 -0.132
N 2.452 0.188 -0.201 0.072
N -1.017 0.029 0.556 0.034
Br 1.021 -2.275 -1.354 0.515
H 1.690 -1.251 1.038 0.152
H -2.188 1.026 -0.777 0.092
H -3.145 0.083 0.465 0.115
H -2.468 1.659 0.878 0.125
H -0.008 0.154 -1.254 0.087
H 3.336 -0.265 -0.015 0.127
H 2.360 0.831 -1.011 0.148
H -1.188 -0.174 1.587 0.214
```

The value obtained for the orbital gap is 9.1 eV. For the HOMO energy, the calculation gives -13.97 eV. Its charge is +1.

=====

It is entry ii that is the most stable of them.